(1)
Formula: C4H11NO
Source: OMol25
Level of theory: ωB97M-V with the def2-TZVPD basis set

Values from the calculation:
Relative energy (zero: lowest compared OMol25 entry of this formula, charge and spin) in kJ/mol: 331.5
Lowest unoccupied orbital energy (spin up / spin down) in eV: 4.22 / 4.15
E_tot in Ha: -288.8158
Net charge: -1
HOMO level (spin up / spin down) in Eh: 0.0192 / -0.1063
2S+1: 2
Molar mass in g mol⁻¹: 89.14

Cartesian coordinates (Å):
O1 -0.35308 0.94759 -0.08393
N1 0.86634 -0.68804 -1.85945
C1 0.65997 0.79479 2.11615
C2 -1.06420 -0.98560 -0.39531
C3 -0.37668 1.45016 1.20066
C4 0.00123 -1.56816 -1.03393
H1 0.37758 -2.56502 -0.88282
H2 1.85693 -1.03421 -1.82269
H3 -0.18094 2.53839 1.15589
H4 -1.88842 -0.47214 -0.87086
H5 1.66037 1.07412 1.78080
H6 0.57737 -0.63216 -2.84790
H7 0.56693 -0.28893 2.03658
H8 0.55431 1.09526 3.16378
H9 0.77818 0.24527 -1.39291
H10 -1.27046 -1.25504 0.64163
H11 -1.38794 1.34331 1.64713

Cartesian forces, eV/Å:
0.202 0.317 0.147
-1.001 -0.320 -0.236
-0.019 0.088 -0.064
0.500 -0.282 0.006
-0.052 -0.025 -0.649
-0.567 -0.098 -0.002
0.483 0.295 0.781
0.112 0.109 -0.209
-0.030 0.077 0.289
0.387 0.710 -0.048
0.060 -0.091 -0.021
0.314 0.120 -0.067
0.042 -0.035 0.080
-0.060 0.007 0.040
0.000 -0.028 0.050
-0.396 -0.829 -0.263
0.026 -0.015 0.166

***

(2)
Formula: C4H11NO
Source: OMol25
Level of theory: ωB97M-V with the def2-TZVPD basis set

Values from the calculation:
Relative energy (zero: lowest compared OMol25 entry of this formula, charge and spin) in kJ/mol: 162.9
Lowest unoccupied orbital energy in eV: 0.79
E_tot in Ha: -288.9550
Structure (SMILES): C=C(N)CC.O
Net charge: 0
HOMO level in Eh: -0.3001
2S+1: 1
Molar mass in g mol⁻¹: 89.14

Cartesian coordinates (Å):
O1 2.46514 3.79727 2.27767
N1 0.06678 0.94639 -1.21649
C1 -1.24563 -0.98182 -1.00806
C2 -0.16575 -0.16726 -0.42930
C3 0.47177 -0.39463 0.70538
C4 -1.01353 -2.46902 -0.68542
H1 0.06998 0.90910 -2.17633
H2 1.34231 0.18690 1.05898
H3 -1.91365 -2.99166 -1.01644
H4 1.59614 3.60625 1.93974
H5 -1.10827 -2.64810 0.41952
H6 -1.16967 -0.83724 -2.05987
H7 0.58819 1.64211 -0.78999
H8 2.20639 4.31217 3.06102
H9 -0.14040 -3.01311 -0.98037
H10 0.10029 -1.11565 1.39616
H11 -2.15009 -0.78171 -0.49621

Cartesian forces, eV/Å:
-0.139 0.539 0.797
-0.604 -0.425 1.998
1.945 -2.518 1.124
0.308 1.060 -0.647
0.898 0.566 0.950
-2.065 -0.501 1.633
-0.048 -0.222 -2.257
-0.675 -0.138 -0.398
0.189 -0.332 -0.465
-0.462 -0.416 -0.624
0.345 0.430 -0.766
-0.882 0.208 -0.903
1.267 1.418 0.449
0.588 -0.135 -0.171
0.650 0.250 -0.620
-0.031 -0.589 0.219
-1.285 0.804 -0.321

***

(3)
Formula: C4H11NO
Source: OMol25
Level of theory: ωB97M-V with the def2-TZVPD basis set

Values from the calculation:
Relative energy (zero: lowest compared OMol25 entry of this formula, charge and spin) in kJ/mol: 413.7
Lowest unoccupied orbital energy in eV: 0.85
E_tot in Ha: -288.8595
Structure (SMILES): C=CO.CNC
Net charge: 0
HOMO level in Eh: -0.3133
2S+1: 1
Molar mass in g mol⁻¹: 89.14

Cartesian coordinates (Å):
O1 -1.62340 1.25478 1.62591
N1 0.82388 -0.69447 -1.73477
C1 -0.33744 0.23846 -1.57228
C2 2.14457 -0.12000 -2.20167
C3 -0.78569 0.28158 2.38427
C4 -1.33136 -0.34711 3.44685
H1 0.05050 1.28589 -1.47920
H2 2.81648 -0.61988 -1.55893
H3 0.17174 -0.07445 1.90721
H4 2.22077 -0.40612 -3.23783
H5 -2.19233 0.67033 1.09282
H6 1.02849 -1.26861 -0.95917
H7 -2.39055 -0.77457 3.37531
H8 -1.06513 0.00511 -0.76616
H9 -1.00544 0.21639 -2.50373
H10 2.05922 0.91663 -2.08445
H11 -0.58429 -0.56397 4.26581

Cartesian forces, eV/Å:
1.239 -3.087 0.425
-0.655 0.943 -0.695
0.174 0.011 -1.464
-3.377 -1.785 0.008
-1.527 0.649 -0.761
0.658 -0.529 -0.402
-0.563 -0.682 0.224
1.490 0.005 0.238
-0.487 1.626 0.956
0.653 0.146 -0.369
-0.022 0.622 -0.069
-0.419 -0.360 1.016
1.246 1.720 1.031
1.021 -0.057 -0.153
1.064 0.057 0.977
0.641 1.689 0.177
-1.138 -0.968 -1.139

***

(4)
Formula: C4H11NO
Source: OMol25
Level of theory: ωB97M-V with the def2-TZVPD basis set

Values from the calculation:
Relative energy (zero: lowest compared OMol25 entry of this formula, charge and spin) in kJ/mol: 137.6
Lowest unoccupied orbital energy in eV: 1.15
E_tot in Ha: -288.9646
Structure (SMILES): CC=O.CCN
Net charge: 0
HOMO level in Eh: -0.3362
2S+1: 1
Molar mass in g mol⁻¹: 89.14

Cartesian coordinates (Å):
O1 5.25253 -0.71209 -1.68085
N1 -2.64810 1.14144 -0.54821
C1 4.98393 -1.66738 -0.99467
C2 -3.95916 0.76167 -0.01529
C3 -4.37490 1.68749 1.09599
C4 5.73948 -1.95677 0.26772
H1 5.21948 -2.66007 0.91507
H2 -3.85804 -0.25454 0.33458
H3 -2.63828 2.11905 -0.77797
H4 5.89760 -1.01291 0.79055
H5 -4.69859 0.68071 -0.82555
H6 -3.92364 2.67006 0.99665
H7 -2.38159 0.71696 -1.42944
H8 6.71413 -2.35583 0.00478
H9 -5.44580 1.88393 1.15841
H10 -4.07281 1.31309 2.05566
H11 4.19378 -2.35480 -1.34744

Cartesian forces, eV/Å:
-0.142 -0.053 0.066
0.519 0.301 0.008
0.313 0.390 -0.533
0.168 -0.480 -1.289
-0.413 0.532 0.174
-0.373 0.083 0.239
0.027 -0.051 -0.003
-0.031 -0.357 0.375
-0.087 0.547 0.183
0.038 -0.061 0.008
-0.200 0.369 0.211
0.207 0.149 -0.176
-0.337 -0.549 0.207
0.150 -0.138 -0.050
-0.073 -0.307 -0.185
0.248 -0.206 0.493
-0.014 -0.167 0.272

***

(5)
Formula: C4H11NO
Source: OMol25
Level of theory: ωB97M-V with the def2-TZVPD basis set

Values from the calculation:
Relative energy (zero: lowest compared OMol25 entry of this formula, charge and spin) in kJ/mol: 167.9
Lowest unoccupied orbital energy in eV: 0.96
E_tot in Ha: -288.9531
Structure (SMILES): CN(C)CCO
Net charge: 0
HOMO level in Eh: -0.3277
2S+1: 1
Molar mass in g mol⁻¹: 89.14

Cartesian coordinates (Å):
O1 2.26287 -1.00803 -1.64486
N1 -0.81393 -0.00601 0.17760
C1 0.41232 0.15047 -0.61589
C2 -1.58460 1.17367 0.01218
C3 -0.47466 -0.24678 1.54889
C4 1.29987 -1.06916 -0.56505
H1 -1.00788 2.09651 0.26979
H2 -1.33997 -0.04605 2.24869
H3 1.77965 -1.01294 -2.47357
H4 -0.04302 -1.22616 1.71479
H5 0.63769 -1.95082 -0.59526
H6 1.83815 -1.10170 0.42115
H7 -2.46070 1.14676 0.73122
H8 -1.90186 1.21031 -1.07478
H9 0.98877 1.09560 -0.42713
H10 0.37107 0.49124 1.94106
H11 0.03623 0.30308 -1.66882

Cartesian forces, eV/Å:
-0.287 -0.337 1.166
1.388 -0.309 -0.006
-0.845 0.455 -1.399
-1.512 0.943 -0.056
0.935 1.889 2.163
0.408 0.154 0.184
-0.240 -0.297 -0.243
0.784 -0.567 -0.910
-0.149 -0.020 -0.067
-0.288 -0.317 -0.019
0.402 0.029 -0.249
-0.091 -0.021 -1.180
0.714 0.038 -1.149
0.032 0.280 1.335
-0.362 -0.584 0.451
-1.380 -0.976 -0.719
0.491 -0.361 0.700

***

(6)
Formula: C4H11NO
Source: OMol25
Level of theory: ωB97M-V with the def2-TZVPD basis set

Values from the calculation:
Relative energy (zero: lowest compared OMol25 entry of this formula, charge and spin) in kJ/mol: 59.0
Lowest unoccupied orbital energy in eV: 0.86
E_tot in Ha: -288.9946
Structure (SMILES): CC(N)=O.CC
Net charge: 0
HOMO level in Eh: -0.3629
2S+1: 1
Molar mass in g mol⁻¹: 89.14

Cartesian coordinates (Å):
O1 2.65639 -0.52270 -0.57457
N1 1.39900 -0.64698 1.31149
C1 -1.76445 -0.47394 0.30017
C2 1.41517 1.44448 -0.04808
C3 -1.88021 -0.56591 -1.21171
C4 1.90606 0.02009 0.20479
H1 -1.24276 -1.23832 0.86749
H2 -1.18764 0.41920 0.54290
H3 1.79009 -1.57108 1.39999
H4 1.31309 -0.01886 2.09346
H5 1.77498 2.24609 0.57996
H6 -1.46823 0.31739 -1.70207
H7 -1.30420 -1.38827 -1.64950
H8 -2.85814 -0.72088 -1.60030
H9 1.82654 1.57291 -1.05526
H10 0.34648 1.41008 -0.24023
H11 -2.72215 -0.28331 0.78149

Cartesian forces, eV/Å:
-0.117 -0.195 -0.153
0.301 0.944 -0.954
-0.086 1.112 0.602
0.423 -1.026 -1.768
1.300 -0.590 -0.505
0.020 -0.028 0.527
-0.153 -0.518 -0.483
-0.021 0.037 0.071
0.122 0.064 0.552
-0.246 -0.551 0.461
-0.182 -0.057 0.458
-0.164 0.140 0.082
0.106 -0.028 0.294
-1.024 0.038 0.006
0.090 0.557 0.220
-0.179 0.341 0.637
-0.190 -0.241 -0.046

***

(7)
Formula: C4H11NO
Source: OMol25
Level of theory: ωB97M-V with the def2-TZVPD basis set

Values from the calculation:
Relative energy (zero: lowest compared OMol25 entry of this formula, charge and spin) in kJ/mol: 319.9
Lowest unoccupied orbital energy in eV: 0.93
E_tot in Ha: -288.8952
Structure (SMILES): CCCNCO
Net charge: 0
HOMO level in Eh: -0.3553
2S+1: 1
Molar mass in g mol⁻¹: 89.14

Cartesian coordinates (Å):
O1 -2.68684 0.49346 -2.09969
N1 -0.67638 0.28130 -0.85564
C1 -2.08517 0.31980 -0.71668
C2 -0.10248 0.30884 0.63039
C3 2.23175 -1.09104 0.50723
C4 1.43521 0.33319 0.87029
H1 -0.70402 1.18157 1.01881
H2 3.30111 -0.89720 0.87781
H3 1.90050 0.20109 1.94350
H4 1.74788 -2.04223 0.95543
H5 2.25677 -1.11897 -0.64095
H6 -2.68566 -0.44853 -0.42074
H7 1.80759 1.31216 0.47049
H8 -2.51971 1.17995 -0.08301
H9 -0.40465 -0.74091 -1.12546
H10 -0.45963 -0.67876 1.07791
H11 -2.35626 1.40627 -2.40969

Cartesian forces, eV/Å:
1.505 2.129 0.964
2.649 -2.858 2.256
-1.907 3.994 -2.901
-1.282 -0.996 -0.042
-0.129 1.847 -1.925
1.267 -1.592 1.212
1.168 -0.918 0.307
-1.581 -0.766 -0.561
-2.366 1.441 -1.147
0.755 1.860 -0.635
0.161 -0.651 1.624
-0.721 -3.052 1.170
0.408 -1.333 -0.077
1.423 -0.785 -0.777
-0.754 2.446 -0.025
0.087 1.414 -0.058
-0.684 -2.179 0.613

***

(8)
Formula: C4H11NO
Source: OMol25
Level of theory: ωB97M-V with the def2-TZVPD basis set

Values from the calculation:
Relative energy (zero: lowest compared OMol25 entry of this formula, charge and spin) in kJ/mol: 214.3
Lowest unoccupied orbital energy in eV: 0.80
E_tot in Ha: -288.9354
Structure (SMILES): C/C=C(/C)N.O
Net charge: 0
HOMO level in Eh: -0.2814
2S+1: 1
Molar mass in g mol⁻¹: 89.14

Cartesian coordinates (Å):
O1 2.43957 1.80816 1.45388
N1 -1.82239 -1.48231 -0.22274
C1 -1.54137 0.81613 -1.08959
C2 1.38543 -1.06385 0.57710
C3 -0.91914 -0.40586 -0.42322
C4 0.42799 -0.50564 -0.45996
H1 -0.89211 1.13579 -1.90496
H2 2.52104 2.75597 1.31324
H3 -1.83267 -1.79024 0.74385
H4 0.92435 -1.00816 1.55659
H5 1.49240 1.61652 1.45713
H6 0.88726 0.12663 -1.21850
H7 1.60281 -2.10170 0.29025
H8 -2.46341 0.52176 -1.60936
H9 -1.80976 1.53911 -0.32655
H10 -2.73453 -1.41150 -0.63592
H11 2.33454 -0.55080 0.49877

Cartesian forces, eV/Å:
-0.072 -0.034 0.058
0.805 0.033 1.991
-0.394 -1.676 -0.959
-0.634 -1.423 -1.730
-0.168 -0.266 -2.597
0.180 1.304 1.001
0.143 0.705 0.474
-0.102 -0.016 0.008
-0.357 -0.415 -0.263
0.321 -0.115 0.232
0.184 0.095 -0.098
0.043 0.616 0.610
0.044 -0.164 0.595
-0.100 0.129 0.188
0.247 0.417 -0.177
-0.136 0.507 0.291
-0.005 0.303 0.375

***

(9)
Formula: C4H11NO
Source: OMol25
Level of theory: ωB97M-V with the def2-TZVPD basis set

Values from the calculation:
Relative energy (zero: lowest compared OMol25 entry of this formula, charge and spin) in kJ/mol: 905.2
Lowest unoccupied orbital energy in eV: -4.08
E_tot in Ha: -288.6723
Net charge: 0
HOMO level in Eh: -0.3039
2S+1: 1
Molar mass in g mol⁻¹: 89.14

Cartesian coordinates (Å):
O1 -1.37541 0.01179 1.81384
N1 2.21093 -0.01172 -0.51756
C1 -0.57041 -1.45424 -0.22775
C2 1.64371 0.92922 0.38467
C3 -0.65424 -0.27151 -1.12704
C4 -1.55679 0.70718 -1.00799
H1 3.03627 -0.50424 -0.13389
H2 -1.63369 -0.06451 2.74265
H3 0.90516 1.26150 -0.36493
H4 -2.20150 0.71142 -0.13653
H5 0.15940 -0.11200 -1.81731
H6 -1.07355 -1.13152 0.74218
H7 0.46623 -1.66733 0.02684
H8 -1.04094 -2.33596 -0.64768
H9 0.97942 0.54535 1.20452
H10 2.22503 1.79600 0.69044
H11 -1.51961 1.59057 -1.62445

Cartesian forces, eV/Å:
0.772 0.382 0.034
0.058 -0.905 1.884
0.180 0.292 -0.387
-0.832 0.080 -3.487
-0.127 0.356 -0.160
0.192 -0.151 0.546
0.164 0.632 -0.047
-0.099 -0.174 -0.007
-0.525 0.981 1.185
-0.292 -0.039 -0.274
-0.005 -0.280 -0.488
0.011 -0.149 0.289
0.205 -0.158 0.133
-0.226 -0.185 -0.018
-0.190 -0.324 0.285
0.762 -0.405 0.760
-0.048 0.047 -0.247

***

(10)
Formula: C4H11NO
Source: OMol25
Level of theory: ωB97M-V with the def2-TZVPD basis set

Values from the calculation:
Relative energy (zero: lowest compared OMol25 entry of this formula, charge and spin) in kJ/mol: 478.3
Lowest unoccupied orbital energy in eV: 0.79
E_tot in Ha: -288.8349
Structure (SMILES): CN(C)CCO
Net charge: 0
HOMO level in Eh: -0.3203
2S+1: 1
Molar mass in g mol⁻¹: 89.14

Cartesian coordinates (Å):
O1 -1.84324 0.91188 -0.02391
N1 0.69688 0.05464 -0.48454
C1 0.17188 0.02143 0.92729
C2 -1.40087 0.29556 1.07622
C3 0.23102 -1.16135 -1.15484
C4 2.13130 0.14777 -0.40462
H1 0.67645 -2.28459 -0.62093
H2 0.74550 -1.14138 -2.33073
H3 -1.68336 -0.80561 1.13641
H4 -1.49059 0.77116 2.00302
H5 2.49782 -0.84243 0.07947
H6 -2.86523 1.08965 0.22157
H7 2.41986 0.95648 0.02307
H8 2.42831 -0.09808 -1.66273
H9 -0.85246 -1.27362 -1.06525
H10 0.37357 -0.82427 1.58663
H11 0.81784 0.95473 1.54833

Cartesian forces, eV/Å:
-5.304 2.141 -0.439
-1.639 -1.428 2.259
1.033 4.611 1.292
4.246 -4.565 -0.150
3.139 -2.101 -1.326
-1.391 -8.983 -6.544
-0.860 3.119 -1.314
-2.017 -0.222 3.329
-0.872 1.188 0.168
-0.706 0.881 1.427
0.054 1.651 -0.297
3.375 -0.336 -1.438
2.226 5.284 2.386
-0.114 1.440 3.739
0.250 0.311 -0.627
0.475 -0.620 -0.599
-1.893 -2.372 -1.866

***

> Which value of molar mass does entry 3 give?

89.14 g mol⁻¹